Entry 1:
The following is a DFT calculation (the ωB97M-V functional and the def2-TZVPD basis) of a 2-piece molecular cluster, CH6NO overall.

Properties
Charge: +1
E_LUMO (spin up / spin down): -5.157 / -4.904 eV
HOMO (spin up / spin down): -15.2 / -14.2 eV

Cartesian coordinates (Å):
C1 -0.3734 0.9761 0.0917
N1 0.9303 0.3506 0.2090
O1 -1.2988 0.0950 -0.3429
H1 -0.5771 1.7067 0.9384
H2 0.3676 2.6463 -1.5659
H3 0.9117 -0.5997 0.6495
H4 1.3606 0.1498 -0.6397
H5 1.4630 1.1010 0.6200
H6 -2.1060 0.6278 -0.4991

***

Entry 2:
The following is a DFT calculation (the ωB97M-V functional and the def2-TZVPD basis) of a 2-piece molecular cluster, CH6NO2 overall.

Properties
Charge: -1
E_LUMO: 4.591 eV
HOMO: -3.3 eV

Cartesian coordinates (Å):
N1 2.0004 0.2947 -0.0099
C1 0.2721 0.8567 0.1317
O1 -0.7562 0.0250 0.3606
H1 2.4836 1.1892 0.0041
H2 2.0973 -0.1136 0.9618
H3 0.4666 1.6250 1.0890
H4 0.2386 1.3427 -0.7877
H5 -1.8260 -1.0850 -0.5483
H6 -2.3888 -2.4988 -0.4000
O2 -2.5875 -1.6359 -0.8014

***

Entry 3:
The following is a DFT calculation (the ωB97M-V functional and the def2-TZVPD basis) of a 3-piece molecular cluster, CH6NO4 overall.

Properties
Charge: -1
E_LUMO: 4.135 eV
HOMO: -4.7 eV

Cartesian coordinates (Å):
N1 -1.3671 1.5946 -0.1552
C1 -0.1093 1.1198 0.3167
O1 0.4764 1.7343 1.1960
O2 0.2650 0.0462 -0.2736
H1 -1.4574 2.5655 -0.3763
H2 -1.8164 0.8976 -0.7265
H3 0.9534 -1.3644 -1.3259
H4 2.4225 -1.1100 -1.6565
O3 1.6881 -1.6708 -1.8844
H5 0.1871 -0.8871 1.1567
H6 -1.0969 -1.4468 1.8537
O4 -0.1453 -1.4787 1.8753

***

Entry 4:
The following is a DFT calculation (the ωB97M-V functional and the def2-TZVPD basis) of a 2-piece molecular cluster, CH6NOP overall.

Properties
E_LUMO (spin up / spin down): 0.001 / 0.110 eV
HOMO (spin up / spin down): -7.4 / -8.4 eV

Cartesian coordinates (Å):
C1 1.0857 0.0796 0.4933
N1 0.3297 -0.8280 -0.3879
O1 -1.7724 -0.3959 0.5804
P1 -1.2052 -0.4861 -0.9282
H1 0.7132 1.0399 0.8351
H2 1.4170 -0.4002 1.4377
H3 2.0096 0.5619 0.0182
H4 0.8402 -1.2553 -1.0700
H5 -2.6827 -0.1896 0.7598
H6 -0.7351 1.8738 -1.7385

***

Entry 5:
The following is a DFT calculation (the ωB97M-V functional and the def2-TZVPD basis) of an isolated ion of composition CH6NOS and charge +1.

Properties
SMILES: [NH3+][C@@H](O)S
Charge: +1
E_LUMO: -3.946 eV
HOMO: -14.5 eV

Cartesian coordinates (Å):
N1 0.1454 0.5194 0.7472
C1 -0.3547 -0.4067 -0.2935
O1 -0.6563 0.3175 -1.3909
S1 1.1103 -1.5796 -0.5172
H1 1.0379 0.7618 0.3600
H2 0.3535 -0.0492 1.5635
H3 -0.6927 1.2419 0.8750
H4 -1.2289 -0.9966 0.2379
H5 -1.2446 -0.0802 -2.0759
H6 1.6302 -1.5192 -1.7536

***

Entry 6:
The following is a DFT calculation (the ωB97M-V functional and the def2-TZVPD basis) of a 2-piece molecular cluster, CH6NPS overall.

Properties
E_LUMO (spin up / spin down): -1.244 / -1.244 eV
HOMO (spin up / spin down): -8.2 / -8.2 eV

Cartesian coordinates (Å):
C1 1.5423 0.5907 -0.7392
N1 -1.8980 0.3681 1.4260
P1 -0.7399 -1.3234 -0.4202
S1 1.2222 -0.9827 0.2313
H1 2.6444 0.8766 -0.8296
H2 0.9961 1.2850 -0.2093
H3 1.1918 0.3632 -1.7530
H4 -1.4849 1.0833 0.8475
H5 -2.6760 -0.0345 0.8737
H6 -0.7979 -2.2264 0.5727

***

Entry 7:
The following is a DFT calculation (the ωB97M-V functional and the def2-TZVPD basis) of one molecule with the formula CH6NPS.

Properties
SMILES: NSCP
E_LUMO: 0.784 eV
HOMO: -8.2 eV

Cartesian coordinates (Å):
N1 0.5427 1.8369 0.6925
S1 -0.6836 0.7423 1.2524
C1 -0.2126 -0.9581 0.6319
P1 0.2273 -0.6303 -1.2951
H1 0.3152 2.7024 1.0735
H2 0.4083 1.7698 -0.3243
H3 0.7458 -1.3615 1.0927
H4 -1.2075 -1.5300 0.5071
H5 0.9046 -1.8422 -1.9751
H6 -1.0403 -0.7292 -1.6557

***

Entry 8:
The following is a DFT calculation (the ωB97M-V functional and the def2-TZVPD basis) of a 2-piece molecular cluster, CH6NPS overall.

Properties
SMILES: [H]/N=P\[H].CS
E_LUMO: -0.503 eV
HOMO: -8.7 eV

Cartesian coordinates (Å):
H1 -1.7427 -1.6342 -1.2090
N1 -1.5321 -0.9536 -0.4888
P1 -2.4443 -0.7813 0.7453
H2 -3.5018 -1.7632 0.6008
C1 1.0968 0.6720 0.1441
S1 1.5081 2.4285 0.3937
H3 0.4996 0.3331 0.9862
H4 2.0052 0.0893 0.0675
H5 0.5084 0.5961 -0.7650
H6 2.8365 2.3192 0.3545

***

Entry 9:
The following is a DFT calculation (the ωB97M-V functional and the def2-TZVPD basis) of a 2-piece molecular cluster, CH6NS overall.

Properties
Charge: -1
E_LUMO: 4.529 eV
HOMO: -2.3 eV

Cartesian coordinates (Å):
N1 1.4865 -2.1783 -0.1098
H1 0.8539 -2.1513 0.6958
H2 1.7017 -1.1513 -0.2602
H3 0.9291 -2.3287 -0.8873
C1 -1.2234 0.6101 -0.9380
S1 -0.1406 0.9654 0.6461
H4 -0.7091 1.0096 -1.8309
H5 -2.1464 1.1695 -0.6329
H6 -1.4450 -0.4065 -1.0262

***

Entry 10:
The following is a DFT calculation (the ωB97M-V functional and the def2-TZVPD basis) of CH6Na7O6 as an isolated structure.

Properties
Charge: +5
E_LUMO: -18.796 eV
HOMO: -25.6 eV

Cartesian coordinates (Å):
Na1 -3.1766 1.1089 0.7995
Na2 -0.3800 -3.1133 0.4833
Na3 -2.7296 -1.4616 -1.8511
Na4 0.5821 -2.3995 -3.2612
Na5 -2.3788 2.0316 -2.1282
Na6 1.5558 0.3561 2.4879
Na7 0.1849 1.0767 -3.2898
C1 -0.3031 -0.2216 -0.4064
O1 -0.7666 0.9722 -0.6492
O2 -0.2165 -1.0623 -1.3748
O3 -0.0896 -0.6539 0.7781
O4 1.5733 2.6173 0.7604
H1 2.2813 2.4677 0.1142
H2 0.7922 2.1895 0.3988
O5 2.9367 -0.9290 -0.3568
H3 2.0885 -1.1816 0.0204
H4 3.5495 -1.6506 -0.1239
O6 -2.2057 -0.1644 2.5906
H5 -1.6323 -0.3730 1.8345
H6 -1.6657 0.3909 3.1737

***

Entry 11:
The following is a DFT calculation (the ωB97M-V functional and the def2-TZVPD basis) of a 2-piece molecular cluster, CH6O overall.

Properties
SMILES: C.O
E_LUMO: 0.872 eV
HOMO: -11.6 eV

Cartesian coordinates (Å):
C1 -0.8189 0.9486 -0.5459
H1 -0.4547 1.7967 0.0525
H2 -1.5780 0.3948 0.0261
H3 -1.2641 1.3227 -1.4796
H4 0.0213 0.2795 -0.7832
O1 1.3719 -1.4109 0.5466
H5 1.7137 -2.2972 0.8034
H6 1.0088 -1.0341 1.3800

***

Entry 12:
The following is a DFT calculation (the ωB97M-V functional and the def2-TZVPD basis) of a 2-piece molecular cluster, CH6O2 overall.

Properties
SMILES: CO.O
E_LUMO: 0.378 eV
HOMO: -9.7 eV

Cartesian coordinates (Å):
C1 1.4277 -0.5458 -0.0310
O1 0.8142 0.7881 -0.0126
H1 2.3934 -0.1765 -0.2497
H2 1.3707 -1.0147 1.0099
H3 0.9551 -1.2655 -0.6999
H4 -0.1142 0.7341 0.4618
O2 -1.8317 -0.1249 -0.0290
H5 -2.6219 -0.3614 0.7105
H6 -2.4095 0.0538 -0.7142